Molecular formula: C22H18Cl2N4O2
Method: DFT, ωB97M-V/def2-TZVPD

The geometry in XYZ format:
```
48
Properties=species:S:1:pos:R:3:forces:R:3
O 0.0311 -2.4031 2.8016 0.3 1.5 -1.2
Cl -3.6698 4.1419 4.4314 0.3 -0.2 -0.1
Cl 0.2084 3.1125 -0.4197 -0.8 -0.4 1.4
N 1.9077 0.2346 5.2663 -0.1 1.1 0.0
N 1.0698 1.8662 3.8126 -3.0 0.4 -2.3
O -0.2251 1.2222 1.9319 0.0 -0.3 1.1
C 0.5785 -1.3904 2.3110 -0.7 -6.8 -3.5
C 1.4765 -1.8400 -4.0412 -0.7 -1.8 -2.6
C 0.5918 -0.8851 -4.1621 -2.8 0.3 0.8
C 1.6204 1.5354 4.9208 1.6 -1.4 1.5
C 1.6113 -0.7166 4.3664 0.7 2.1 1.7
C 0.5312 0.9001 3.0386 1.8 0.8 -0.2
C 3.7694 1.1296 0.1573 -2.4 -1.2 1.6
C 3.3226 1.5249 -1.0688 -0.9 -1.6 -1.6
C -2.5320 4.5996 2.0385 0.2 0.6 1.5
C -1.6599 4.3829 1.0212 0.0 1.4 -2.1
C -1.9004 2.4782 3.0833 -1.6 2.9 0.3
C 2.8850 0.2129 0.8728 2.7 0.9 0.2
C 2.2623 0.7698 -1.6820 0.4 1.0 0.4
C -2.5662 3.7564 3.1396 -0.7 -1.1 -0.9
C -0.9331 3.2747 0.9494 1.6 -2.3 0.5
C -1.0679 2.3375 2.0296 2.4 -0.6 -2.1
C 0.9545 -0.4185 3.1982 -0.2 4.0 1.1
C 1.7662 -0.3917 0.3613 0.5 -0.3 -0.4
C 1.4648 -0.1393 -0.9572 -1.3 1.2 -3.8
N 1.0421 -1.4404 0.9429 -1.0 0.9 3.7
N 0.3024 -0.6704 -1.6317 1.1 0.5 -0.1
C -0.1092 -0.2238 -2.9990 1.2 0.1 1.3
C 0.5416 -2.4337 0.0409 0.6 -0.5 -1.8
C -0.4076 -1.7700 -0.9948 1.9 -1.1 -0.9
H 1.4514 -2.4537 -4.9758 1.2 0.3 0.8
H 1.8808 -2.2827 -3.1533 0.2 0.4 0.4
H -0.0581 -0.7011 -5.0675 1.5 -0.3 0.5
H 1.9267 2.4226 5.5528 -0.1 -1.6 -0.3
H 1.9602 -1.6783 4.6550 -0.1 -0.9 -0.3
H 4.6708 1.4942 0.6365 -0.3 0.1 0.0
H 3.8345 2.2703 -1.6541 0.2 0.0 -0.2
H -2.9645 5.5669 1.9239 -1.0 0.4 0.9
H -1.5383 5.1198 0.2123 -0.3 -0.3 0.5
H -2.1411 1.7338 3.8153 0.4 -0.3 0.3
H 3.2543 -0.0614 1.8528 -0.2 -0.2 0.1
H 2.0320 0.9408 -2.7465 0.2 0.0 0.8
H -1.1819 -0.4365 -3.0648 0.1 0.2 -0.1
H 0.0810 0.8469 -3.1605 -0.6 0.0 0.7
H 0.0224 -3.2192 0.5508 -0.2 -0.2 0.6
H 1.4543 -2.9324 -0.4742 -1.5 0.9 0.6
H -0.8465 -2.5167 -1.6808 1.1 0.0 -0.5
H -1.3040 -1.4691 -0.5804 -1.8 1.2 1.8
```
Positions in Å, forces in eV/Å.

strongest force on any atom	0.14966	hartree/bohr
SMILES	C=CCN1CCN(C(=O)c2cncnc2Oc2cc(Cl)ccc2Cl)c2ccccc21
total energy	-58203.2591	eV
gap between HOMO and LUMO	7.91	eV

Molecular formula: C22H18ClN3O5
Method: DFT, ωB97M-V/def2-TZVPD

The geometry in XYZ format:
```
49
Properties=species:S:1:pos:R:3:forces:R:3
O -0.8806 1.1375 -3.5291 0.0 -0.1 -0.1
C -0.8709 1.8355 -2.5377 0.0 0.1 0.1
N -0.8771 3.2140 -2.7015 0.0 0.1 -0.5
C -0.8789 4.1973 -1.7447 0.1 -0.2 -0.1
O -0.8867 5.3693 -2.0333 -0.1 0.2 -0.1
N -0.8587 3.7374 -0.4453 0.0 0.2 0.3
C -0.8615 2.4022 -0.0753 0.1 -0.2 0.1
O -0.8452 2.1077 1.1055 0.0 0.2 0.1
C -0.8643 1.3973 -1.1509 0.0 -0.6 0.2
C -0.8756 0.1012 -0.6880 0.0 0.5 -0.1
C -0.8394 -1.1619 -1.2930 0.0 0.2 -0.6
C -0.7470 -1.5817 -2.6293 0.0 0.0 0.2
C -0.7002 -2.9673 -2.6367 0.0 -0.1 0.1
C -0.7711 -3.3849 -1.3197 0.0 -0.1 -0.2
N -0.8673 -2.3153 -0.5158 -0.1 -0.2 -0.1
C -0.8893 -2.3990 0.9196 0.5 0.0 0.6
H -1.2741 -3.3841 1.1947 0.0 0.2 0.0
H -1.5439 -1.6345 1.3426 0.0 -0.1 0.0
C 0.5226 -2.2553 1.5013 -0.3 0.2 0.1
O 1.2495 -3.3740 1.0458 0.1 -0.1 0.0
C 2.5689 -3.4835 1.3506 0.1 -0.1 -0.1
C 3.2876 -2.6023 2.1479 -0.3 0.0 0.0
C 4.6326 -2.8252 2.3973 0.1 -0.1 0.0
C 5.2771 -3.9229 1.8599 0.1 0.0 0.0
C 4.5745 -4.8108 1.0607 -0.1 0.1 0.0
C 3.2353 -4.5900 0.8097 -0.1 0.2 0.1
Cl 2.3428 -5.6804 -0.1862 0.0 -0.2 -0.1
H 5.0598 -5.6726 0.6310 0.0 -0.1 -0.1
H 6.3234 -4.0933 2.0580 0.1 0.0 0.0
H 5.1738 -2.1296 3.0200 0.0 0.1 0.1
H 2.8049 -1.7401 2.5798 -0.1 0.1 0.0
H 0.9860 -1.3238 1.1511 0.0 -0.1 0.1
H 0.4703 -2.2427 2.5981 0.0 0.0 -0.1
H -0.7517 -4.3808 -0.9207 0.0 -0.1 0.2
H -0.6237 -3.6036 -3.4953 0.0 -0.1 -0.1
H -0.7196 -0.9257 -3.4739 0.0 0.1 0.0
H -0.9033 0.0830 0.3984 0.0 0.1 -0.1
C -0.8930 4.7286 0.6246 0.1 0.2 0.3
C -2.2554 4.8134 1.2313 -0.4 0.0 -0.8
C -3.4929 4.8636 0.6591 0.7 0.0 0.1
C -4.4183 4.9167 1.7301 0.2 0.0 0.5
C -3.6725 4.8954 2.8665 -0.9 0.1 -0.2
O -2.3634 4.8303 2.5734 0.5 0.0 0.1
H -3.9422 4.9238 3.9033 0.1 0.0 0.2
H -5.4852 4.9656 1.6568 -0.2 0.0 0.1
H -3.7143 4.8704 -0.3887 0.0 0.0 -0.3
H -0.1812 4.4351 1.3998 -0.1 0.1 -0.1
H -0.6003 5.6830 0.1779 0.0 -0.2 0.1
H -0.8878 3.5404 -3.6620 0.0 0.0 0.2
```
Positions in Å, forces in eV/Å.

strongest force on any atom	0.01771	hartree/bohr
SMILES	O=C1NC(=O)N(Cc2ccco2)C(=O)/C1=C/c1cccn1CCOc1ccccc1Cl
energy above the lowest of the compared OMol25 structures with the same formula, charge and spin	1.56	kcal per mole
total energy	-50336.9995	eV
gap between HOMO and LUMO	7.59	eV

Molecular formula: C22H18N3ReSbSe6
Method: DFT, ωB97M-V/def2-TZVPD

The geometry in XYZ format:
```
51
Properties=species:S:1:pos:R:3:forces:R:3
Re 0.7126 -0.5134 0.6427 0.2 0.0 0.3
N 0.3962 -0.5157 -1.5157 -0.1 -0.1 -0.2
C -0.2797 0.6985 -1.9561 -0.2 0.0 0.1
C 0.3221 1.5650 -2.8499 -0.1 -0.1 0.1
C -0.3444 2.7354 -3.1861 -0.1 0.0 0.0
C -1.5900 3.0074 -2.6324 0.1 0.0 -0.1
C -2.1880 2.1074 -1.7605 0.1 -0.1 0.0
C -1.5422 0.9239 -1.4090 0.2 0.0 -0.1
C -2.1476 -0.1077 -0.5351 0.1 0.1 0.0
C -3.5126 -0.3782 -0.6738 0.0 0.0 0.0
C -4.1519 -1.2964 0.1357 0.0 0.0 0.0
C -3.4261 -1.9463 1.1224 0.0 0.0 0.0
C -2.0734 -1.6842 1.2721 0.2 0.0 0.1
C -1.3873 -0.7973 0.4309 -0.4 0.0 0.0
H 1.2605 -0.6224 -2.0459 0.0 0.0 0.0
H -0.1908 -1.3186 -1.7544 0.0 0.0 0.0
H 1.2836 1.3336 -3.2927 0.0 0.0 0.0
H 0.1015 3.4235 -3.8901 0.0 0.0 0.0
H -2.1115 3.9143 -2.9032 0.0 0.0 0.0
H -3.1676 2.3198 -1.3539 0.0 0.0 0.0
H -4.0728 0.1309 -1.4469 0.0 0.0 0.0
H -5.2050 -1.4987 0.0037 0.0 0.0 0.0
H -3.9152 -2.6440 1.7876 0.0 0.0 0.0
H -1.5553 -2.1643 2.0952 0.0 0.0 0.0
Se 3.3943 -1.0662 0.2029 0.1 0.0 0.1
Se 2.4313 -1.2427 2.3919 -0.2 0.1 -0.1
C 1.6551 -2.9362 1.8633 0.0 -0.1 0.0
C 1.9796 -4.1853 2.3209 -0.1 0.1 -0.1
C 1.2730 -5.2560 1.7557 0.0 0.1 0.0
C 0.3187 -5.0053 0.7858 0.0 0.0 0.0
C 0.0544 -3.6964 0.3988 0.0 0.0 0.0
N 0.7114 -2.6670 0.9384 0.1 -0.2 0.0
C 3.2033 0.8302 0.0154 0.0 0.0 0.0
C 4.2352 1.6981 -0.2543 -0.1 0.0 0.0
C 3.8981 3.0314 -0.4938 0.0 0.0 0.0
C 2.5674 3.4055 -0.4575 0.0 0.0 0.0
C 1.5887 2.4625 -0.1686 -0.1 0.0 0.0
N 1.9040 1.1875 0.0826 0.2 0.2 -0.1
H 2.7395 -4.3345 3.0754 0.0 0.0 0.0
H 1.4819 -6.2684 2.0744 0.0 0.0 0.0
H -0.2330 -5.8133 0.3272 0.0 0.0 0.0
H -0.7117 -3.4627 -0.3276 0.0 0.0 0.0
H 5.2594 1.3522 -0.2894 0.0 0.0 0.0
H 4.6697 3.7556 -0.7161 0.0 0.0 0.0
H 2.2693 4.4248 -0.6574 0.0 0.0 0.0
H 0.5347 2.7083 -0.1524 0.0 0.0 0.0
Se -2.3717 1.2229 2.5390 0.0 -0.1 -0.1
Sb -2.1339 3.4995 3.8307 0.0 0.0 0.1
Se -0.1142 0.9343 2.3186 0.1 -0.2 0.1
Se -1.9037 4.7254 1.6452 0.0 0.1 -0.1
Se 0.0842 4.0235 2.6665 0.0 0.0 -0.1
```
Positions in Å, forces in eV/Å.

strongest force on any atom	0.00876	hartree/bohr
energy above the lowest of the compared OMol25 structures with the same formula, charge and spin	0.00	kcal per mole
total energy	-428297.4408	eV
charge	+3
gap between HOMO and LUMO (spin up / spin down)	5.03 / 5.03	eV

Molecular formula: C22H18N4OS
Method: DFT, ωB97M-V/def2-TZVPD

The geometry in XYZ format:
```
46
Properties=species:S:1:pos:R:3:forces:R:3
O -0.7428 -2.1224 -0.9349 0.1 0.3 -1.0
C 3.9441 -1.4681 -1.2945 0.5 0.2 -0.4
C 3.2219 -1.9926 -0.4880 -1.4 -1.1 1.7
N 0.2915 0.3859 1.8988 -0.1 0.3 1.7
S 2.1613 -2.9043 0.6840 1.2 1.4 -1.5
C -0.2543 -1.0584 -1.3028 -1.1 -0.7 1.4
C 0.7407 -0.4088 0.9654 0.1 -1.3 0.7
C 1.3710 -1.5715 1.5423 0.3 0.4 -0.7
C 0.4710 -0.1603 -0.4227 0.7 1.8 -1.9
C 1.2848 -1.4109 2.8944 -0.9 1.0 -0.8
C 0.7513 0.9823 -1.1350 -0.2 -0.9 0.3
C -0.2348 1.3368 6.8918 0.1 1.3 -0.4
C -3.7223 -1.1693 -5.1292 0.1 -1.0 -0.2
C -0.2513 2.1952 5.7654 0.3 -0.8 0.0
C 0.0806 0.0077 6.7668 0.0 -1.3 -0.5
C -2.9997 -2.2493 -4.5635 -0.8 2.0 0.1
C -3.3467 0.1456 -4.9224 0.3 -0.3 0.1
C 0.0950 1.6634 4.5212 -0.3 -0.5 0.9
C 0.3252 -0.5489 5.5013 -0.1 0.9 -0.3
C -1.9705 -1.9598 -3.6681 0.6 -0.7 0.2
C -2.2817 0.4084 -4.0818 1.4 -0.2 0.9
C 0.3664 0.2922 4.3670 -0.9 0.9 1.5
C -1.5717 -0.6411 -3.4066 -0.7 1.0 -0.8
N 0.5898 -0.2175 3.0965 1.4 -2.1 -1.2
N -0.4959 -0.3728 -2.4930 1.3 0.5 -0.3
N 0.2431 0.8819 -2.4290 -1.3 0.0 -0.3
C 1.4980 2.1896 -0.6250 -0.6 -0.7 0.8
C 1.0062 1.2881 -3.6330 -0.3 0.3 -0.1
H 4.6435 -1.0306 -2.0038 -0.6 -0.3 0.6
H 1.6099 -2.0777 3.6715 0.1 0.2 0.2
H -0.4149 1.7438 7.8685 -0.2 0.1 0.3
H -4.5835 -1.3657 -5.7617 0.2 -0.1 0.0
H -0.5221 3.2628 5.8254 0.2 -0.7 0.2
H 0.0722 -0.6926 7.6254 0.0 0.7 -0.5
H -3.3358 -3.2500 -4.7903 0.3 -0.1 0.2
H -3.8654 0.9547 -5.4354 0.1 -0.2 0.2
H 0.0980 2.2868 3.6609 0.0 0.4 -0.6
H 0.4109 -1.6194 5.4091 0.2 -0.1 -0.1
H -1.4515 -2.7841 -3.1707 -0.1 0.4 -0.2
H -1.9443 1.4369 -3.9675 -0.1 -0.2 0.2
H 0.9837 3.1301 -0.8437 0.0 -0.2 0.0
H 2.4785 2.2050 -1.0468 0.8 0.2 -0.5
H 1.6363 2.0704 0.4817 -0.3 0.2 -1.1
H 1.3868 2.3375 -3.5427 -0.5 -0.9 0.2
H 1.8535 0.6280 -3.7987 0.2 -0.2 0.0
H 0.3743 1.2429 -4.5468 0.2 0.0 0.8
```
Positions in Å, forces in eV/Å.

strongest force on any atom	0.05395	hartree/bohr
SMILES	C#CSc1cn(-c2ccccc2)nc1-c1c(C)n(C)n(-c2ccccc2)c1=O
energy above the lowest of the compared OMol25 structures with the same formula, charge and spin	118.31	kcal per mole
total energy	-41945.5918	eV
gap between HOMO and LUMO	8.62	eV